Record 1
Here is C33H34Cl3HgN8OSSe as an isolated structure from OMol25. Energies are from ωB97M-V/def2-TZVPD.

Positions of all 82 atoms, in Å:
Hg 0.8924 -0.5275 0.8314
C -0.3145 4.4162 4.4741
C -1.1724 4.2039 3.2256
N -0.4272 3.7574 2.0798
C 0.0307 2.4452 2.0275
S 1.1127 2.1314 0.7115
N -0.3691 1.6213 2.9293
N -0.2042 0.3000 2.7620
C -0.2401 -0.4583 3.8568
C -0.1165 0.2228 5.1958
C -0.4188 -1.8483 3.6837
C -0.5193 -2.7872 4.7452
C -0.8511 -4.0887 4.4840
C -1.0644 -4.4845 3.1554
C -0.8942 -3.5281 2.1667
N -0.5768 -2.2739 2.3858
H -0.9094 4.7908 5.3044
H 0.4677 5.1408 4.2558
H 0.1440 3.4735 4.7582
H -1.6699 5.1446 2.9581
H -1.9311 3.4459 3.4215
H 0.2564 4.4145 1.7309
H 0.8273 0.7747 5.2297
H -0.1528 -0.4689 6.0325
H -0.9265 0.9460 5.3003
H -0.3443 -2.4703 5.7652
H -0.9525 -4.8130 5.2892
H -1.3499 -5.4930 2.8963
H -1.0350 -3.7997 1.1259
Cl -2.8241 -5.6614 -3.3834
C -1.6347 -4.8352 -2.4199
C -1.8088 -3.4888 -2.1395
C -0.8554 -2.8230 -1.4081
Cl -1.0805 -1.1491 -1.0887
C 0.3558 -3.4286 -0.9244
O 1.2416 -2.8280 -0.2820
C 0.4349 -4.8188 -1.2653
Cl 1.8542 -5.6648 -0.7431
C -0.5199 -5.5190 -1.9662
H -2.6848 -2.9661 -2.4922
H -0.3878 -6.5738 -2.1590
C 2.3144 0.3260 -2.6611
N 2.4910 -0.0971 -1.3032
C 3.6642 -0.3576 -0.8760
C 3.9419 -0.7738 0.4517
C 5.1786 -1.0942 1.0256
C 4.9150 -1.4714 2.3372
C 3.5362 -1.3693 2.5009
N 2.9541 -0.9446 1.3796
C 1.3930 -0.6003 -3.4182
C 0.3061 -0.1037 -4.1231
C -0.5484 -0.9554 -4.8009
C -0.3152 -2.3194 -4.7945
C 0.7705 -2.8235 -4.0984
C 1.6209 -1.9710 -3.4173
H 3.2876 0.3816 -3.2006
H 1.8767 1.3322 -2.6513
H 4.5454 -0.2581 -1.5403
H 6.1389 -1.0442 0.5356
H 5.6243 -1.7807 3.0884
H 2.9467 -1.5889 3.3768
H 0.1083 0.9593 -4.1184
H -1.4099 -0.5511 -5.3157
H -0.9912 -2.9940 -5.3039
H 0.9349 -3.8914 -4.0561
H 2.4517 -2.3734 -2.8556
C -4.7379 3.5637 -2.5792
N -3.4122 4.0983 -2.6380
C -3.0585 5.4237 -2.7516
C -1.7189 5.5039 -2.5790
N -1.2441 4.2468 -2.3399
C 0.1214 3.9111 -2.0641
C -2.2812 3.3662 -2.3662
Se -2.1728 1.5683 -2.1438
H -5.3880 4.0898 -3.2808
H -5.1459 3.6418 -1.5654
H -4.6880 2.5051 -2.8377
H -3.7728 6.1932 -2.9628
H -1.0659 6.3525 -2.6108
H 0.6494 4.8081 -1.7428
H 0.6097 3.4957 -2.9497
H 0.1881 3.1648 -1.2607

Values from the calculation:
**Total charge**: -2
**HOMO energy (alpha / beta)**: 0.6 / -1.5 eV
**Expectation value of S²**: 0.77
**Multiplicity**: 2
**Energy relative to the best compared isomer or geometry (same formula, charge and spin)**: 0.0 kJ/mol

Record 2
Here is C6H8ClIN2O7PSSi2 as an isolated structure from OMol25. Energies are from ωB97M-V/def2-TZVPD.

Positions of all 29 atoms, in Å:
C 2.1640 -0.4711 0.8930
C 1.2702 0.2094 0.4350
C 0.2988 1.3295 -0.0578
C -0.3221 1.0012 -1.4758
C -1.2482 -0.2920 -1.5340
Si -2.7600 -0.2381 -0.3803
Cl -4.2114 -1.5464 -1.2798
N -3.5420 1.3879 -0.3956
C -3.9545 1.5641 0.7753
S -4.6145 2.1157 2.1645
O -2.4420 -0.6595 1.2455
Si -1.6537 -2.1773 1.4444
I -1.6781 -2.6118 3.9187
O -2.3610 -3.4837 0.5520
N -1.5288 -3.7752 -0.5265
O -0.5425 -4.3778 -0.1846
H 2.9136 -1.2253 1.2250
H -0.4666 1.5448 0.7489
H 0.8897 2.2958 -0.1829
H -0.8346 1.9256 -1.9006
H 0.5516 0.7961 -2.1792
H -0.6469 -1.2530 -1.4300
H -1.6776 -0.3261 -2.5928
H -0.2707 -2.0196 1.0121
O 5.8461 1.1626 1.0950
P 5.3066 2.0588 -0.0391
O 6.2279 3.2824 -0.2225
O 3.8856 2.5405 0.3249
O 5.2621 1.2502 -1.3521

Values from the calculation:
**Total charge**: -3
**HOMO energy**: 3.6 eV
**Multiplicity**: 1
**Energy relative to the best compared isomer or geometry (same formula, charge and spin)**: 0.0 kJ/mol

Record 3
Here is a 4-piece molecular cluster, C3H6N overall from OMol25. Energies are from ωB97M-V/def2-TZVPD.

Positions of all 10 atoms, in Å:
C -2.1567 -0.1018 0.6349
C -2.7861 0.2562 -0.3454
C 1.4576 0.7022 0.1463
N 0.3968 0.3226 -0.2661
H -1.8931 -0.8242 1.6001
H -3.1335 0.8825 -1.0971
H -1.0228 0.1749 0.2802
H 2.4556 1.1283 0.3454
H 3.2350 -1.7036 -0.7533
H 3.4473 -0.8371 -0.5450

Values from the calculation:
**Total charge**: +1
**HOMO energy**: -16.7 eV
**Multiplicity**: 1
**Energy relative to the best compared isomer or geometry (same formula, charge and spin)**: 537.3 kJ/mol

Record 4
Here is C13H35CdSSe2Si2 as an isolated structure from OMol25. Energies are from ωB97M-V/def2-TZVPD.

Positions of all 54 atoms, in Å:
Cd 0.7361 0.0806 0.5528
C 0.6077 2.9485 3.6447
Se -0.1369 2.4505 1.9208
C -1.7053 1.4535 2.5274
C -1.4219 0.3467 3.5315
Se -0.0505 -0.9474 2.9757
C -1.1787 -2.5239 2.7934
H -0.1277 3.5509 4.1713
H 1.4861 3.5530 3.4332
H 0.9025 2.0842 4.2337
H -2.1548 1.0615 1.6130
H -2.4164 2.1618 2.9535
H -2.3226 -0.2347 3.7271
H -1.0850 0.7548 4.4822
H -1.6136 -2.7430 3.7647
H -0.5317 -3.3457 2.4982
H -1.9468 -2.3678 2.0423
C 3.6905 -1.4508 1.4669
S 3.2076 0.2903 1.4783
C 4.0948 0.8533 0.0097
H 3.4250 -1.9322 0.5276
H 3.1758 -1.9432 2.2906
H 4.7629 -1.5227 1.6370
H 5.1655 0.8031 0.1957
H 3.8132 1.8898 -0.1686
H 3.8321 0.2546 -0.8602
C -2.4440 -1.6975 -0.7892
Si -0.7555 -1.7836 -1.6211
C -0.9976 -2.3490 -3.3936
C 0.2821 -3.1034 -0.7465
C 0.1520 -0.1598 -1.5000
Si -0.5116 1.4285 -2.2258
C -0.9368 1.1997 -4.0401
C 0.8240 2.7514 -2.1138
C -2.0403 2.0293 -1.3016
H -2.8429 -2.7016 -0.6282
H -3.1702 -1.1538 -1.3955
H -2.3976 -1.1947 0.1830
H -1.3974 -3.3643 -3.4314
H -0.0571 -2.3426 -3.9480
H -1.6951 -1.7004 -3.9246
H -0.1182 -4.1087 -0.8895
H 0.3198 -2.9259 0.3323
H 1.3111 -3.1023 -1.1165
H 1.1193 -0.3257 -2.0012
H -0.1166 0.7261 -4.5830
H -1.1384 2.1619 -4.5155
H -1.8242 0.5789 -4.1754
H 1.7264 2.4461 -2.6491
H 1.1045 2.9532 -1.0743
H 0.4906 3.6972 -2.5445
H -2.7237 1.2174 -1.0473
H -2.5962 2.7378 -1.9190
H -1.7738 2.5600 -0.3834

Values from the calculation:
**Total charge**: +1
**HOMO energy**: -11.5 eV
**Multiplicity**: 1
**Energy relative to the best compared isomer or geometry (same formula, charge and spin)**: 3.3 kJ/mol

Record 5
Here is an isolated ion of composition C10H15N2O2 and charge +1 from OMol25. Energies are from ωB97M-V/def2-TZVPD.

Positions of all 29 atoms, in Å:
C 3.2322 1.7880 -1.3963
C 2.5941 1.0085 -0.4780
C 2.5168 2.2801 -2.4598
C 0.5108 1.6389 -1.6003
C 1.1843 0.9335 -0.5614
C -1.4113 -1.9658 -0.2220
C -1.5110 -0.9259 0.9182
C 0.5086 0.2067 0.4127
C -0.0831 -2.2515 -0.8233
C -1.2815 1.3591 1.6158
N 1.1748 2.2117 -2.6433
N -0.9167 0.3900 0.6242
O 0.7942 -3.1308 -0.4135
O 0.1430 -1.7262 -1.9917
H 4.2705 1.9297 -1.3038
H 3.0178 0.5093 0.3890
H 3.0637 2.9919 -3.1595
H -0.5261 1.4274 -1.8077
H -1.7662 -2.8948 0.0977
H -2.0038 -1.5315 -1.0016
H -2.5097 -0.6002 1.2235
H -1.0502 -1.1667 1.9344
H 1.0213 -0.3516 1.1777
H -2.2868 1.2010 2.0810
H -0.5466 1.3513 2.3240
H -1.3586 2.4427 1.3397
H -1.2764 0.7306 -0.2360
H 0.5622 -3.8271 0.1131
H 1.1164 -2.0181 -2.3199

Values from the calculation:
**Total charge**: +1
**HOMO energy (alpha / beta)**: -9.9 / -9.9 eV
**Multiplicity**: 1
**Energy relative to the best compared isomer or geometry (same formula, charge and spin)**: 349.9 kJ/mol

Record 6
Here is one molecule with the formula C4H11NOS from OMol25. Energies are from ωB97M-V/def2-TZVPD.

Positions of all 18 atoms, in Å:
C -0.4922 -1.6173 -0.8244
O -1.8118 -2.0973 -0.8489
C -0.4014 -0.0915 -0.5297
C 1.0077 0.3204 -0.0105
C 1.0220 1.1701 1.3053
S 0.0485 0.3294 2.6147
N -1.0345 0.6659 -1.5913
H 0.0772 -2.0600 0.0050
H 0.0221 -1.7681 -1.7875
H -2.3106 -1.4769 -0.3171
H -1.1006 -0.0002 0.3178
H 1.6406 -0.5377 0.1848
H 1.4583 0.8383 -0.8705
H 0.6416 2.1579 1.0510
H 2.0762 1.2344 1.5793
H 0.7796 0.7554 3.6620
H -0.5887 0.5083 -2.4882
H -1.0341 1.6689 -1.4519

Values from the calculation:
**Total charge**: 0
**HOMO energy**: -9.3 eV
**Multiplicity**: 1
**Energy relative to the best compared isomer or geometry (same formula, charge and spin)**: 132.8 kJ/mol
**Structure (SMILES)**: N[C@@H](CO)CCS

What did the first record say?
Here is C33H34Cl3HgN8OSSe as an isolated structure from OMol25. Energies are from ωB97M-V/def2-TZVPD.

Positions of all 82 atoms, in Å:
Hg 0.8924 -0.5275 0.8314
C -0.3145 4.4162 4.4741
C -1.1724 4.2039 3.2256
N -0.4272 3.7574 2.0798
C 0.0307 2.4452 2.0275
S 1.1127 2.1314 0.7115
N -0.3691 1.6213 2.9293
N -0.2042 0.3000 2.7620
C -0.2401 -0.4583 3.8568
C -0.1165 0.2228 5.1958
C -0.4188 -1.8483 3.6837
C -0.5193 -2.7872 4.7452
C -0.8511 -4.0887 4.4840
C -1.0644 -4.4845 3.1554
C -0.8942 -3.5281 2.1667
N -0.5768 -2.2739 2.3858
H -0.9094 4.7908 5.3044
H 0.4677 5.1408 4.2558
H 0.1440 3.4735 4.7582
H -1.6699 5.1446 2.9581
H -1.9311 3.4459 3.4215
H 0.2564 4.4145 1.7309
H 0.8273 0.7747 5.2297
H -0.1528 -0.4689 6.0325
H -0.9265 0.9460 5.3003
H -0.3443 -2.4703 5.7652
H -0.9525 -4.8130 5.2892
H -1.3499 -5.4930 2.8963
H -1.0350 -3.7997 1.1259
Cl -2.8241 -5.6614 -3.3834
C -1.6347 -4.8352 -2.4199
C -1.8088 -3.4888 -2.1395
C -0.8554 -2.8230 -1.4081
Cl -1.0805 -1.1491 -1.0887
C 0.3558 -3.4286 -0.9244
O 1.2416 -2.8280 -0.2820
C 0.4349 -4.8188 -1.2653
Cl 1.8542 -5.6648 -0.7431
C -0.5199 -5.5190 -1.9662
H -2.6848 -2.9661 -2.4922
H -0.3878 -6.5738 -2.1590
C 2.3144 0.3260 -2.6611
N 2.4910 -0.0971 -1.3032
C 3.6642 -0.3576 -0.8760
C 3.9419 -0.7738 0.4517
C 5.1786 -1.0942 1.0256
C 4.9150 -1.4714 2.3372
C 3.5362 -1.3693 2.5009
N 2.9541 -0.9446 1.3796
C 1.3930 -0.6003 -3.4182
C 0.3061 -0.1037 -4.1231
C -0.5484 -0.9554 -4.8009
C -0.3152 -2.3194 -4.7945
C 0.7705 -2.8235 -4.0984
C 1.6209 -1.9710 -3.4173
H 3.2876 0.3816 -3.2006
H 1.8767 1.3322 -2.6513
H 4.5454 -0.2581 -1.5403
H 6.1389 -1.0442 0.5356
H 5.6243 -1.7807 3.0884
H 2.9467 -1.5889 3.3768
H 0.1083 0.9593 -4.1184
H -1.4099 -0.5511 -5.3157
H -0.9912 -2.9940 -5.3039
H 0.9349 -3.8914 -4.0561
H 2.4517 -2.3734 -2.8556
C -4.7379 3.5637 -2.5792
N -3.4122 4.0983 -2.6380
C -3.0585 5.4237 -2.7516
C -1.7189 5.5039 -2.5790
N -1.2441 4.2468 -2.3399
C 0.1214 3.9111 -2.0641
C -2.2812 3.3662 -2.3662
Se -2.1728 1.5683 -2.1438
H -5.3880 4.0898 -3.2808
H -5.1459 3.6418 -1.5654
H -4.6880 2.5051 -2.8377
H -3.7728 6.1932 -2.9628
H -1.0659 6.3525 -2.6108
H 0.6494 4.8081 -1.7428
H 0.6097 3.4957 -2.9497
H 0.1881 3.1648 -1.2607

Values from the calculation:
**Total charge**: -2
**HOMO energy (alpha / beta)**: 0.6 / -1.5 eV
**Expectation value of S²**: 0.77
**Multiplicity**: 2
**Energy relative to the best compared isomer or geometry (same formula, charge and spin)**: 0.0 kJ/mol

Repeat the fourth record exactly.
Here is C13H35CdSSe2Si2 as an isolated structure from OMol25. Energies are from ωB97M-V/def2-TZVPD.

Positions of all 54 atoms, in Å:
Cd 0.7361 0.0806 0.5528
C 0.6077 2.9485 3.6447
Se -0.1369 2.4505 1.9208
C -1.7053 1.4535 2.5274
C -1.4219 0.3467 3.5315
Se -0.0505 -0.9474 2.9757
C -1.1787 -2.5239 2.7934
H -0.1277 3.5509 4.1713
H 1.4861 3.5530 3.4332
H 0.9025 2.0842 4.2337
H -2.1548 1.0615 1.6130
H -2.4164 2.1618 2.9535
H -2.3226 -0.2347 3.7271
H -1.0850 0.7548 4.4822
H -1.6136 -2.7430 3.7647
H -0.5317 -3.3457 2.4982
H -1.9468 -2.3678 2.0423
C 3.6905 -1.4508 1.4669
S 3.2076 0.2903 1.4783
C 4.0948 0.8533 0.0097
H 3.4250 -1.9322 0.5276
H 3.1758 -1.9432 2.2906
H 4.7629 -1.5227 1.6370
H 5.1655 0.8031 0.1957
H 3.8132 1.8898 -0.1686
H 3.8321 0.2546 -0.8602
C -2.4440 -1.6975 -0.7892
Si -0.7555 -1.7836 -1.6211
C -0.9976 -2.3490 -3.3936
C 0.2821 -3.1034 -0.7465
C 0.1520 -0.1598 -1.5000
Si -0.5116 1.4285 -2.2258
C -0.9368 1.1997 -4.0401
C 0.8240 2.7514 -2.1138
C -2.0403 2.0293 -1.3016
H -2.8429 -2.7016 -0.6282
H -3.1702 -1.1538 -1.3955
H -2.3976 -1.1947 0.1830
H -1.3974 -3.3643 -3.4314
H -0.0571 -2.3426 -3.9480
H -1.6951 -1.7004 -3.9246
H -0.1182 -4.1087 -0.8895
H 0.3198 -2.9259 0.3323
H 1.3111 -3.1023 -1.1165
H 1.1193 -0.3257 -2.0012
H -0.1166 0.7261 -4.5830
H -1.1384 2.1619 -4.5155
H -1.8242 0.5789 -4.1754
H 1.7264 2.4461 -2.6491
H 1.1045 2.9532 -1.0743
H 0.4906 3.6972 -2.5445
H -2.7237 1.2174 -1.0473
H -2.5962 2.7378 -1.9190
H -1.7738 2.5600 -0.3834

Values from the calculation:
**Total charge**: +1
**HOMO energy**: -11.5 eV
**Multiplicity**: 1
**Energy relative to the best compared isomer or geometry (same formula, charge and spin)**: 3.3 kJ/mol

Question: Which value of energy relative to the best compared isomer or geometry (same formula, charge and spin) does entry 4 give?
Answer: 3.3 kJ/mol

Question: energy relative to the best compared isomer or geometry (same formula, charge and spin) of number 1 (C33H34Cl3HgN8OSSe)?
Answer: 0.0 kJ/mol